Record 1
C4H7NO2 in the gas phase. Source: OMol25; level of theory: ωB97M-V/def2-TZVPD.

As for the SMILES: ONC1=C(O)CC1. The multiplicity is 1. As for the orbital gap: 8.7 eV. Its energy relative to the best compared isomer or geometry (same formula, charge and spin) is 359.4 kJ/mol.

```
14
Properties=species:S:1:pos:R:3:forces:R:3
O -1.490 -1.123 -1.588 -0.28 -0.17 -0.08
N -1.323 0.238 -1.177 0.14 0.15 0.00
C -0.285 0.255 -0.214 0.12 -0.06 -0.12
C 0.224 1.348 0.691 -0.05 0.19 0.00
C 1.255 0.281 1.196 0.12 -0.09 0.16
C 0.559 -0.665 0.258 -0.09 0.26 0.04
O 0.754 -1.983 0.059 -0.11 -0.05 -0.14
H -2.441 -1.264 -1.496 0.19 -0.02 0.03
H -0.492 1.666 1.457 0.14 -0.01 -0.08
H 0.670 2.235 0.225 -0.07 -0.18 0.02
H 1.185 0.047 2.262 0.01 0.03 -0.08
H 2.295 0.506 0.935 -0.16 -0.06 0.07
H -0.989 0.702 -2.021 -0.13 0.07 0.06
H 0.077 -2.244 -0.588 0.18 -0.06 0.12
```
Forces are in eV/Å.

Atom charges from the natural (NBO) analysis, given in e for atoms 1 to 2: O -0.611; N -0.320


Record 2
A molecular structure, C4H7NO2 at a distorted geometry. Source: OMol25; level of theory: ωB97M-V/def2-TZVPD.

The multiplicity is 1. As for the orbital gap: 8.2 eV. Its energy relative to the best compared isomer or geometry (same formula, charge and spin) is 291.2 kJ/mol.

```
14
Properties=species:S:1:pos:R:3:forces:R:3
C -1.146 -1.230 0.865 -0.05 0.00 0.06
C -0.286 -0.491 -0.118 0.21 -0.30 0.07
C -0.903 1.370 -0.411 -1.08 0.41 0.26
O -2.016 1.562 -0.113 1.03 -0.25 -0.26
C 1.036 -0.121 0.242 -0.13 0.07 0.02
O 1.658 -0.142 1.285 -0.17 0.04 -0.26
N 1.545 0.825 -0.829 0.12 0.03 -0.05
H -0.824 -1.004 1.886 -0.04 -0.04 -0.13
H -2.188 -0.901 0.757 0.12 -0.06 0.03
H -1.116 -2.317 0.733 -0.01 0.15 0.00
H -0.423 -0.748 -1.173 0.03 0.11 0.12
H 0.590 1.526 -0.855 0.15 -0.09 -0.01
H 1.664 0.403 -1.749 -0.05 0.02 0.18
H 2.409 1.267 -0.519 -0.14 -0.07 -0.03
```
Forces are in eV/Å.

Atom charges from the natural (NBO) analysis, given in e for atoms 1 to 2: C -0.631; C -0.478


Record 3
C4H7NO2S in the gas phase at a distorted geometry. Source: OMol25; level of theory: ωB97M-V/def2-TZVPD.

As for the SMILES: CO/C(=N\S)C(C)=O. The multiplicity is 1. As for the orbital gap: 9.0 eV. Its energy relative to the best compared isomer or geometry (same formula, charge and spin) is 227.7 kJ/mol.

```
15
Properties=species:S:1:pos:R:3:forces:R:3
C -0.373 2.349 0.090 -1.73 1.17 0.65
C 0.404 0.048 -0.124 -0.59 1.64 -0.76
C -0.951 -0.560 -0.238 -0.98 0.62 1.51
C -0.957 -2.046 0.082 -0.21 -0.31 -0.37
H -1.033 2.571 -0.773 0.57 -0.14 0.35
H -1.065 2.108 0.938 0.81 0.06 -0.58
H 0.247 3.205 0.351 -0.40 0.32 -0.01
H 3.518 -1.272 -0.159 -0.08 0.52 0.04
H -1.959 -2.493 0.027 0.32 0.32 -0.24
H -0.224 -2.574 -0.562 -0.57 0.26 0.39
H -0.604 -2.171 1.119 -0.01 0.17 -0.36
N 1.401 -0.695 -0.119 0.69 -1.58 0.02
O 0.586 1.387 -0.178 0.75 -1.34 -0.24
O -1.914 0.191 -0.333 0.65 -1.46 -0.42
S 2.925 -0.049 -0.119 0.77 -0.24 0.01
```
Forces are in eV/Å.

Atom charges from the natural (NBO) analysis, given in e for atoms 1 to 2: C -0.240; C 0.406


Record 4
C4H7NO2S in the gas phase at a distorted geometry. Source: OMol25; level of theory: ωB97M-V/def2-TZVPD.

As for the SMILES: C=C(CO)S/C=N\O. The multiplicity is 1. As for the orbital gap: 9.8 eV. Its energy relative to the best compared isomer or geometry (same formula, charge and spin) is 492.6 kJ/mol.

```
15
Properties=species:S:1:pos:R:3:forces:R:3
C -1.206 1.156 0.531 2.79 1.33 -0.03
C -1.249 -0.269 0.176 0.50 -1.40 -1.16
C -2.473 -0.763 0.236 1.02 -3.35 1.01
C 1.463 -1.020 0.464 -0.55 -3.39 0.92
H 0.151 1.758 -0.714 0.96 -0.21 -0.13
H -0.476 1.287 1.459 -1.75 0.10 -1.54
H -2.271 1.390 0.687 0.99 0.70 0.55
H -2.539 -1.919 0.325 -0.78 2.22 -0.67
H -3.150 -0.003 0.583 -1.17 -0.89 -0.06
H 1.939 -1.850 1.122 -1.24 1.24 -1.18
H 2.605 1.566 -0.317 1.15 0.60 0.20
N 2.093 0.021 0.576 3.19 2.66 0.88
O -0.763 1.958 -0.579 -1.55 0.22 0.89
O 1.784 1.126 -0.189 -1.76 -0.95 -0.41
S 0.107 -1.354 -0.592 -1.80 1.13 0.74
```
Forces are in eV/Å.

Atom charges from the natural (NBO) analysis, given in e for atoms 1 to 2: C -0.124; C -0.101


Record 5
C4H7NO2S in the gas phase at a distorted geometry. Source: OMol25; level of theory: ωB97M-V/def2-TZVPD.

As for the SMILES: O=CN[C@H](C=O)CS. The multiplicity is 1. As for the orbital gap: 9.6 eV. Its energy relative to the best compared isomer or geometry (same formula, charge and spin) is 157.9 kJ/mol.

```
15
Properties=species:S:1:pos:R:3:forces:R:3
O 0.700 -2.382 -1.070 0.41 -0.38 -0.14
C -0.050 -1.832 -1.829 -1.39 0.57 0.73
N -0.782 -0.711 -1.440 0.52 -0.78 -0.31
C -0.529 -0.154 -0.116 -0.11 1.12 -0.88
C 0.800 0.589 -0.099 0.49 1.56 1.63
S 1.515 0.814 1.611 0.21 -0.94 -0.38
C -1.711 0.768 0.177 -0.31 0.12 0.76
O -1.707 1.669 0.971 0.43 0.07 -0.17
H -0.397 -2.234 -2.796 0.49 0.14 -0.17
H -1.034 -0.063 -2.182 -0.13 -0.23 0.27
H -0.546 -0.899 0.679 0.04 -0.44 -0.31
H 0.714 1.666 -0.281 -0.49 -0.38 -0.87
H 1.554 0.191 -0.766 -0.04 -0.36 0.11
H 1.049 2.041 1.800 -0.21 0.21 0.04
H -2.667 0.539 -0.327 0.09 -0.30 -0.33
```
Forces are in eV/Å.

Atom charges from the natural (NBO) analysis, given in e for atoms 1 to 2: O -0.575; C 0.531


Record 6
2 unconnected molecules or ions with the total composition C4H7NO2S at a distorted geometry. Source: OMol25; level of theory: ωB97M-V/def2-TZVPD.

The multiplicity is 1. As for the orbital gap: 8.3 eV. Its energy relative to the best compared isomer or geometry (same formula, charge and spin) is 266.2 kJ/mol.

```
15
Properties=species:S:1:pos:R:3:forces:R:3
O 0.564 -1.930 0.635 0.05 0.78 -0.11
C 0.663 -0.747 0.362 -0.07 -0.89 0.09
N 1.927 -0.177 0.249 0.47 0.67 -0.22
C 2.251 1.128 -0.123 -0.93 0.07 0.23
O 3.366 1.570 -0.157 -0.01 -0.30 -0.05
C -0.540 0.133 0.103 0.11 0.28 -0.65
C -1.880 -0.591 0.247 0.58 0.24 1.14
S -3.162 0.581 -0.308 1.94 -2.25 -3.93
H 2.726 -0.772 0.430 -0.16 -0.18 0.07
H 1.347 1.737 -0.356 0.44 -0.18 0.02
H -0.466 0.545 -0.949 -0.02 -0.39 1.04
H -0.540 1.001 0.768 0.16 -0.02 -0.09
H -2.085 -0.858 1.292 0.22 0.02 -0.22
H -1.865 -1.495 -0.349 -0.27 -0.11 0.19
H -2.306 -0.125 -1.843 -2.53 2.27 2.48
```
Forces are in eV/Å.

Atom charges from the natural (NBO) analysis, given in e for atoms 1 to 2: O -0.568; C 0.691